# CH2O3S

A cluster of 2 separate species, CH2O3S in total (ωB97M-V with the def2-TZVPD basis set, the OMol25 dataset).

Structure (XYZ):
```
7
Properties=species:S:1:pos:R:3
C 1.496 0.715 0.037
O -1.590 -0.278 0.838
O -2.550 -2.040 -0.459
O 1.113 0.195 -0.988
S -1.968 -0.699 -0.490
H 1.273 0.570 1.028
H 2.226 1.536 0.034
```

Its total charge is 0. As for the spin multiplicity: 1. Its LUMO energy is -1.16 eV. Its HOMO energy is -10.60 eV. The calculation puts the energy at -18045.432 eV. The calculation puts the orbital gap at 9.44 eV.



# CH2O3S2

An isolated molecule of CH2O3S2 (ωB97M-V with the def2-TZVPD basis set, the OMol25 dataset).

Structure (XYZ):
```
8
Properties=species:S:1:pos:R:3
C -0.196 0.078 0.526
O 2.093 -1.169 -0.289
O 2.149 1.274 0.257
O -0.953 1.161 0.332
S -0.895 -1.482 0.243
S 1.574 0.170 -0.437
H -1.697 0.913 -0.190
H -2.074 -0.945 -0.441
```

Its total charge is 0. The expectation value of S² is 2.013. As for the spin multiplicity: 3. Its LUMO energy (spin up / spin down) is 0.01 / -2.85 eV. Its HOMO energy (spin up / spin down) is -8.26 / -10.77 eV. The calculation puts the energy at -28877.869 eV. The calculation puts the orbital gap (spin up / spin down) at 8.27 / 7.92 eV.



# CH2O3Tb

A structure of composition CH2O3Tb (ωB97M-V with the def2-TZVPD basis set, the OMol25 dataset).

Structure (XYZ):
```
7
Properties=species:S:1:pos:R:3
O 0.135 -2.033 -0.203
C -0.236 -0.881 0.282
O -1.064 -1.002 1.281
Tb -1.066 -3.154 1.189
H 0.653 1.514 -0.690
O 1.057 2.415 -1.094
H 0.521 3.141 -0.764
```

Its total charge is +1. The expectation value of S² is 12.939. As for the spin multiplicity: 7. Its LUMO energy (spin up / spin down) is -6.29 / -5.76 eV. Its HOMO energy (spin up / spin down) is -13.62 / -13.25 eV. The calculation puts the energy at -29636.545 eV. The calculation puts the orbital gap (spin up / spin down) at 7.33 / 7.49 eV.



# CH2O4

An isolated molecule of CH2O4 (ωB97M-V with the def2-TZVPD basis set, the OMol25 dataset).

Structure (XYZ):
```
7
Properties=species:S:1:pos:R:3
C -0.087 -0.011 0.074
O 0.497 0.819 1.006
O -0.890 0.488 1.046
O 0.245 -1.302 0.003
O -0.178 0.448 -1.212
H 1.098 -1.687 0.429
H -0.685 1.245 -1.347
```

Its total charge is 0. The SMILES is OC1(O)OO1. As for the spin multiplicity: 1. Its LUMO energy is 0.53 eV. Its HOMO energy is -10.56 eV. The calculation puts the energy at -9255.724 eV. The calculation puts the orbital gap at 11.09 eV.



# CH2O4S

A cluster of 2 separate species, CH2O4S in total (ωB97M-V with the def2-TZVPD basis set, the OMol25 dataset).

Structure (XYZ):
```
8
Properties=species:S:1:pos:R:3
C -1.393 0.425 -0.779
O 0.594 -1.036 1.638
O 2.252 0.306 -0.593
O -0.120 0.239 -1.038
O -1.843 1.027 0.152
S 1.050 0.746 0.017
H -2.019 -0.364 -1.325
H 1.478 -1.342 1.929
```

Its total charge is 0. As for the spin multiplicity: 1. Its LUMO energy (spin up / spin down) is -1.71 / -1.84 eV. Its HOMO energy (spin up / spin down) is -11.33 / -9.78 eV. The calculation puts the energy at -20091.012 eV. The calculation puts the orbital gap (spin up / spin down) at 9.62 / 7.94 eV.



# CH2O4S2

A cluster of 2 separate species, CH2O4S2 in total (ωB97M-V with the def2-TZVPD basis set, the OMol25 dataset).

Structure (XYZ):
```
9
Properties=species:S:1:pos:R:3
C 1.403 -0.845 -0.559
O 1.137 1.218 1.049
O -3.103 -0.465 0.687
O 1.314 -1.941 -1.122
O -1.351 0.902 -0.199
S -2.334 -0.053 -0.417
S 0.852 -0.473 1.085
H 1.727 0.112 -1.068
H 0.353 1.544 0.544
```

Its total charge is 0. As for the spin multiplicity: 1. Its LUMO energy is -1.39 eV. Its HOMO energy is -10.06 eV. The calculation puts the energy at -30928.224 eV. The calculation puts the orbital gap at 8.67 eV.



# CH2O5P

The ion CH2O5P with charge -1 (ωB97M-V with the def2-TZVPD basis set, the OMol25 dataset).

Structure (XYZ):
```
9
Properties=species:S:1:pos:R:3
C 1.665 0.224 -0.181
O 0.282 -0.633 -0.029
O 2.440 -0.418 -0.819
O -1.334 1.169 0.703
O -1.929 -1.297 -0.290
O 1.646 1.280 0.368
P -1.032 -0.475 0.862
H -0.416 1.355 0.516
H -1.321 -1.204 -1.130
```

Its total charge is -1. The SMILES is O=C([O-])OP(O)O. As for the spin multiplicity: 1. Its LUMO energy is 4.14 eV. Its HOMO energy is -5.06 eV. The calculation puts the energy at -20599.626 eV. The calculation puts the orbital gap at 9.19 eV.



# CH2OS

An isolated molecule of CH2OS (ωB97M-V with the def2-TZVPD basis set, the OMol25 dataset).

Structure (XYZ):
```
5
Properties=species:S:1:pos:R:3
C 0.196 0.401 -0.315
O -0.442 -1.443 1.105
S -0.852 -0.118 0.862
H 0.924 -0.159 -0.793
H 0.174 1.319 -0.858
```

Its total charge is 0. As for the spin multiplicity: 1. Its LUMO energy is -0.29 eV. Its HOMO energy is -9.59 eV. The calculation puts the energy at -13949.993 eV. The calculation puts the orbital gap at 9.30 eV.